[1]
53
Properties=species:S:1:pos:R:3:nbo_charge:R:1 method="wB97M-V/def2-TZVPD" e_lumo_ev=-8.64 total_charge=+2 e_tot_ev=-95497.955
N 1.713 -0.285 0.407 -0.85
C 2.811 -0.679 0.734 0.92
O 3.880 -1.090 1.011 -0.40
Ag 1.103 0.741 -2.750 0.95
Nb -0.210 -0.011 -0.128 1.53
N -0.641 -1.599 -1.261 -0.63
N -0.203 1.724 -1.159 -0.76
C -0.432 -3.013 -0.917 0.11
C 0.405 3.065 -1.151 0.10
C 0.748 -3.539 -1.735 -0.62
C -1.702 -3.799 -1.255 -0.63
C -0.117 -3.177 0.562 -0.64
C 0.103 3.711 -2.511 -0.61
C -0.173 3.916 -0.025 -0.63
C 1.908 2.900 -0.950 -0.61
H 0.563 -3.451 -2.809 0.21
H 0.897 -4.602 -1.496 0.26
H 1.666 -2.988 -1.489 0.21
H -2.575 -3.338 -0.777 0.23
H -1.597 -4.827 -0.883 0.25
H -1.871 -3.846 -2.336 0.22
H 0.843 -2.719 0.818 0.21
H -0.039 -4.253 0.769 0.26
H -0.911 -2.765 1.197 0.24
H 0.420 3.065 -3.346 0.18
H 0.648 4.662 -2.593 0.26
H -0.971 3.912 -2.609 0.23
H -1.241 4.111 -0.175 0.22
H 0.348 4.886 -0.037 0.26
H -0.014 3.436 0.951 0.23
H 2.133 2.374 -0.013 0.24
H 2.365 3.900 -0.923 0.27
H 2.396 2.356 -1.784 0.16
C -1.685 1.698 -1.369 -0.42
H -2.110 0.754 -0.928 0.21
H -2.169 2.545 -0.864 0.27
H -1.946 1.716 -2.439 0.25
C -1.118 -1.383 -2.642 -0.43
H -2.211 -1.505 -2.699 0.25
H -0.875 -0.372 -3.014 0.15
H -0.629 -2.105 -3.311 0.24
Se -1.444 0.062 2.009 0.11
C -0.159 0.252 3.492 -0.14
C -0.394 1.311 4.381 -0.23
C 0.508 1.561 5.418 -0.18
C 1.657 0.765 5.555 -0.19
C 1.884 -0.290 4.666 -0.13
C 0.959 -0.572 3.652 -0.28
H -1.277 1.932 4.240 0.24
H 0.314 2.375 6.114 0.25
H 2.366 0.970 6.358 0.24
H 2.782 -0.903 4.763 0.23
H 1.110 -1.424 2.987 0.21

***

[2]
53
Properties=species:S:1:pos:R:3:nbo_charge:R:1 method="wB97M-V/def2-TZVPD" e_lumo_ev=-3.04 total_charge=+1 e_tot_ev=-167404.336
C 0.752 -1.157 3.407 -0.72
C -0.382 -1.929 2.468 0.29
N -0.390 -3.313 2.444 -0.60
C -1.442 -1.008 1.621 -0.51
C -1.064 -0.784 0.042 -0.06
C -1.922 0.542 -0.507 -0.44
C -0.793 1.597 -1.149 -0.27
C -0.202 2.743 -0.096 -0.15
Br -1.131 2.897 1.712 0.06
C 0.951 3.642 -0.375 -0.03
C 1.562 4.751 0.705 -0.68
Br 1.920 3.596 -2.170 0.06
C 0.273 0.415 -1.662 -0.07
C -0.203 -0.324 -3.045 0.18
C 0.915 -0.202 -4.282 -0.67
F -0.500 -1.770 -2.917 -0.38
N 0.346 -0.419 -0.366 -0.44
C 1.425 -1.485 -0.415 -0.26
C 2.812 -0.744 0.153 -0.46
C 4.184 -1.567 -0.211 -0.09
O 3.967 -2.902 -0.803 -0.72
H 1.787 -1.678 3.246 0.23
H 0.442 -1.181 4.560 0.27
H 0.839 -0.041 3.035 0.21
H 0.377 -3.581 3.106 0.34
H -1.579 0.012 2.217 0.24
H -2.510 -1.536 1.667 0.28
H -1.500 -1.712 -0.525 0.28
H -2.500 0.111 -1.456 0.26
H -2.757 0.982 0.185 0.28
H -1.309 2.005 -2.123 0.27
H 1.254 5.854 0.469 0.27
H 1.367 4.443 1.834 0.26
H 2.749 4.709 0.581 0.25
H 1.388 0.723 -1.845 0.27
H -1.189 0.178 -3.491 0.21
H 1.172 -1.311 -4.642 0.26
H 0.449 0.326 -5.235 0.25
H 1.932 0.260 -3.931 0.22
H 0.664 0.153 0.474 0.46
H 1.694 -1.833 -1.518 0.27
H 1.206 -2.436 0.231 0.27
H 2.919 0.342 -0.321 0.22
H 2.658 -0.579 1.311 0.21
H 4.816 -0.868 -0.942 0.20
H 4.827 -1.604 0.793 0.19
H 4.130 -3.540 -0.036 0.48
C -5.871 -0.118 1.763 -0.73
C -5.453 -0.153 0.351 0.30
N -5.123 -0.180 -0.764 -0.35
H -6.560 0.710 1.961 0.27
H -6.381 -1.041 2.057 0.27
H -5.015 0.006 2.435 0.25

***

[3]
54
Properties=species:S:1:pos:R:3:nbo_charge:R:1 method="wB97M-V/def2-TZVPD" e_lumo_ev=0.25 de_lowest_kcal_mol=2.53 e_tot_ev=-174199.498
K -0.258 0.130 0.077 0.93
C 4.407 -0.108 0.614 -0.71
C 2.979 0.045 1.114 0.61
O 2.118 0.274 0.267 -0.68
C 2.719 -0.080 2.546 -0.34
C 3.819 -0.153 3.430 -0.13
C 3.682 -0.246 4.789 -0.31
C 2.384 -0.288 5.331 -0.18
C 1.289 -0.237 4.516 -0.28
C 1.383 -0.128 3.088 0.43
O 0.310 -0.084 2.396 -0.84
H 4.386 -0.099 -0.473 0.23
H 4.860 -1.035 0.966 0.22
H 5.024 0.723 0.959 0.23
H 4.820 -0.119 3.022 0.20
H 4.551 -0.285 5.432 0.21
H 2.252 -0.365 6.404 0.20
H 0.290 -0.280 4.934 0.19
C -1.303 4.677 -2.680 -1.09
Ge -1.577 5.361 -0.868 1.62
C -2.995 4.312 -0.007 -1.11
C -2.043 7.266 -0.907 -1.09
C 0.102 5.140 0.136 -1.04
Se 0.579 3.294 0.584 0.28
C -0.282 3.220 2.324 -0.80
H -2.218 4.752 -3.268 0.23
H -1.007 3.629 -2.634 0.23
H -0.518 5.240 -3.187 0.23
H -3.948 4.468 -0.514 0.24
H -3.110 4.580 1.045 0.22
H -2.729 3.258 -0.098 0.24
H -2.952 7.412 -1.492 0.23
H -1.243 7.849 -1.363 0.23
H -2.216 7.646 0.100 0.23
H 0.085 5.691 1.077 0.23
H 0.933 5.524 -0.456 0.24
H -1.340 3.445 2.220 0.20
H 0.193 3.924 3.004 0.22
H -0.149 2.202 2.692 0.26
S -3.388 0.190 -0.320 -0.39
C -3.361 0.206 1.382 0.33
N -3.549 1.346 2.062 -0.60
C -3.483 1.467 3.511 -0.22
C -2.536 0.409 4.049 -0.43
C -2.974 -0.954 3.546 -0.22
N -3.149 -0.907 2.098 -0.59
H -3.726 2.162 1.499 0.43
H -4.480 1.357 3.950 0.19
H -3.119 2.466 3.752 0.21
H -2.541 0.421 5.139 0.22
H -1.522 0.598 3.692 0.26
H -3.909 -1.260 4.026 0.19
H -2.213 -1.700 3.772 0.22
H -2.999 -1.741 1.557 0.42

***

[4]
51
Properties=species:S:1:pos:R:3:lowdin_spin:R:1 method="wB97M-V/def2-TZVPD" e_lumo_ev="2.61 / 2.56" total_charge=-1 de_lowest_kcal_mol=0.00 e_tot_ev=-252756.879 spin_multiplicity=6 s_squared=8.761
Mn 1.834 0.466 -0.751 4.58
C 0.091 1.028 0.815 0.03
C -0.604 0.554 -0.340 0.03
C -0.332 -0.850 -0.431 0.05
C 0.577 -1.156 0.622 0.03
C 0.787 -0.021 1.428 0.03
C 1.440 -0.012 2.798 0.00
C 2.707 -0.876 2.811 0.00
C 1.791 1.415 3.229 0.00
C 0.439 -0.596 3.811 0.00
C -0.960 -1.978 -1.271 0.00
C -2.494 -1.917 -1.189 0.00
C -0.489 -2.007 -2.737 0.00
C -0.568 -3.337 -0.676 0.00
C -1.480 1.563 -1.118 0.00
C -1.712 1.269 -2.605 0.00
C -2.840 1.682 -0.405 0.00
C -0.815 2.950 -1.088 0.00
H -0.022 2.017 1.231 0.00
H 0.902 -2.149 0.886 0.00
H 3.460 -0.480 2.127 0.00
H 2.488 -1.906 2.511 0.00
H 3.135 -0.901 3.820 0.00
H 2.433 1.906 2.492 0.00
H 2.321 1.396 4.189 0.00
H 0.889 2.025 3.354 0.00
H 0.193 -1.633 3.556 0.00
H -0.491 -0.018 3.805 0.00
H 0.857 -0.577 4.827 0.00
H -2.919 -1.041 -1.663 0.00
H -2.813 -1.915 -0.141 0.00
H -2.926 -2.801 -1.676 0.00
H -0.758 -1.107 -3.284 0.00
H -0.922 -2.872 -3.261 0.00
H 0.598 -2.098 -2.780 0.00
H -0.837 -3.406 0.382 0.00
H 0.504 -3.528 -0.777 0.00
H -1.099 -4.127 -1.217 0.00
H -2.237 0.339 -2.791 0.00
H -0.762 1.242 -3.145 0.00
H -2.322 2.075 -3.028 0.00
H -3.394 0.738 -0.439 0.00
H -3.456 2.460 -0.879 0.00
H -2.696 1.948 0.648 0.00
H 0.224 2.902 -1.390 0.00
H -0.861 3.408 -0.096 0.00
H -1.333 3.617 -1.786 0.00
Se 3.872 1.476 0.104 0.08
Se 5.176 2.034 -1.743 0.04
Te 3.409 2.418 -3.550 0.04
Se 2.012 0.381 -3.191 0.06

***

[5]
52
Properties=species:S:1:pos:R:3:nbo_charge:R:1 method="wB97M-V/def2-TZVPD" e_lumo_ev="-10.34 / -10.34" total_charge=+2 de_lowest_kcal_mol=41.26 e_tot_ev=-30844.460
N -0.454 -0.757 1.868 -0.98
C -1.157 -1.070 2.960 0.90
O -0.917 -2.050 3.719 -0.52
Tl 0.398 -2.950 2.157 1.12
Ta -0.132 -0.481 0.037 2.20
N 1.840 -0.420 -0.341 -0.76
N -0.954 1.320 -0.403 -0.75
C 3.076 0.030 0.350 0.11
C -1.353 2.414 0.535 0.12
C 4.299 -0.748 -0.183 -0.63
C 3.281 1.548 0.137 -0.63
C 2.938 -0.246 1.855 -0.61
C -2.674 2.017 1.230 -0.61
C -1.522 3.763 -0.198 -0.63
C -0.241 2.579 1.588 -0.61
H 4.127 -1.837 -0.107 0.21
H 5.195 -0.496 0.411 0.25
H 4.518 -0.502 -1.236 0.23
H 3.320 1.797 -0.938 0.22
H 4.228 1.885 0.595 0.25
H 2.450 2.110 0.591 0.21
H 2.024 0.224 2.255 0.20
H 3.813 0.145 2.401 0.26
H 2.892 -1.340 2.033 0.19
H -3.458 1.804 0.480 0.22
H -3.041 2.831 1.882 0.25
H -2.517 1.115 1.848 0.18
H -2.369 3.753 -0.905 0.23
H -0.604 4.030 -0.752 0.23
H -1.717 4.558 0.542 0.25
H -0.538 3.323 2.348 0.25
H 0.691 2.924 1.107 0.23
H -0.053 1.622 2.100 0.18
C 1.922 -0.492 -1.803 -0.43
H 0.906 -0.669 -2.221 0.20
H 2.291 0.443 -2.269 0.24
H 2.542 -1.339 -2.158 0.25
C -1.493 1.421 -1.758 -0.43
H -1.271 0.488 -2.313 0.21
H -2.600 1.532 -1.771 0.23
H -1.064 2.262 -2.339 0.24
C -3.113 -4.191 -1.591 -0.14
C -3.654 -3.141 -0.840 -0.17
C -2.829 -2.105 -0.389 -0.24
C -1.465 -2.121 -0.689 -0.48
C -0.923 -3.168 -1.440 -0.23
C -1.746 -4.205 -1.891 -0.19
H -3.750 -4.994 -1.939 0.25
H -4.711 -3.132 -0.608 0.25
H -3.241 -1.292 0.193 0.22
H 0.135 -3.176 -1.666 0.22
H -1.326 -5.016 -2.470 0.25

***

[6]
89
Properties=species:S:1:pos:R:3:mulliken_charge:R:1 method="wB97M-V/def2-TZVPD" e_lumo_ev=-1.10 e_tot_ev=-1371949.770
O 0.020 2.406 0.248 0.01
S -0.196 1.171 -0.534 0.26
O 0.357 0.819 -1.857 -0.42
O -0.060 -0.042 0.530 0.12
C 0.711 -1.165 0.088 0.97
C 0.644 -2.249 1.170 -0.39
C -1.947 0.993 -0.870 0.53
H 1.726 -0.947 -0.243 -0.29
H 0.214 -1.597 -0.782 0.05
H 1.177 -3.179 0.975 -0.35
H -0.349 -2.673 1.317 -0.23
H 1.054 -1.900 2.118 0.45
H -2.145 1.467 -1.830 0.41
H -2.512 1.457 -0.062 -0.26
H -2.179 -0.067 -0.964 -0.79
C 4.796 -1.295 1.578 -0.40
Br 5.571 -1.272 -0.151 -0.01
Br 3.966 -3.068 1.791 -0.01
Br 3.433 0.167 1.732 -0.01
H 5.546 -1.214 2.363 0.44
C 1.109 -3.978 -2.522 -0.52
Br 2.551 -3.996 -1.154 0.01
Br 0.954 -2.231 -3.461 -0.01
Br -0.681 -4.559 -1.921 0.01
H 1.426 -4.746 -3.225 0.48
C -3.872 -2.454 -2.141 -0.57
Br -4.154 -4.262 -2.911 -0.04
Br -2.856 -1.393 -3.489 -0.01
Br -3.070 -2.535 -0.286 0.06
H -4.841 -1.966 -2.060 0.53
C -1.128 1.232 3.197 0.39
Br -0.306 2.185 4.736 -0.02
Br -2.833 2.157 2.660 -0.01
Br -1.493 -0.709 3.609 -0.04
H -0.381 1.207 2.405 -0.27
C -1.666 5.187 -3.503 -0.19
Br -0.965 6.740 -2.482 -0.04
Br -0.647 3.587 -3.149 0.11
Br -1.758 5.502 -5.433 -0.05
H -2.699 5.071 -3.180 0.12
C -1.661 -5.203 3.133 -0.26
Br -3.438 -4.366 3.564 -0.08
Br -1.501 -5.523 1.191 0.02
Br -1.333 -6.927 4.089 -0.04
H -0.907 -4.438 3.304 0.35
C 2.666 -6.769 1.393 0.52
C 3.660 -7.112 2.518 -0.38
O 2.882 -7.868 3.398 -0.38
S 1.825 -8.812 2.559 1.06
O 0.664 -9.158 3.363 -0.49
O 2.518 -9.856 1.777 -0.56
O 1.521 -7.553 1.639 -0.17
H 3.219 -7.035 0.492 0.21
H 2.570 -5.685 1.344 -0.37
H 4.002 -6.238 3.071 0.21
H 4.532 -7.726 2.292 0.31
C 3.328 1.763 -3.710 -0.03
C 3.806 1.119 -2.366 0.14
O 4.148 2.106 -1.438 -0.17
S 3.900 3.668 -2.024 0.85
O 5.123 4.447 -1.793 -0.57
O 2.603 4.129 -1.710 -0.24
O 3.771 3.156 -3.619 -0.41
H 2.258 1.555 -3.736 0.14
H 3.874 1.162 -4.435 0.33
H 4.765 0.601 -2.389 0.17
H 3.170 0.379 -1.879 -0.17
C 0.886 4.880 1.583 0.37
C 0.071 5.450 0.445 0.16
O -0.598 6.610 0.930 -0.27
S -0.374 6.901 2.514 1.04
O -1.439 6.317 3.283 -0.53
O -0.016 8.282 2.785 -0.55
O 0.954 5.996 2.496 -0.43
H 1.861 4.481 1.305 0.30
H 0.374 4.003 1.980 -0.18
H -0.696 4.803 0.020 -0.05
H 0.744 5.661 -0.387 0.16
C -4.469 4.121 -0.904 -0.10
C -5.376 3.524 0.216 -0.33
O -5.695 2.188 -0.223 -0.28
S -5.349 1.997 -1.751 0.85
O -6.583 2.322 -2.420 -0.59
O -4.804 0.689 -2.078 -0.28
O -4.194 3.134 -1.846 -0.13
H -3.599 4.499 -0.365 0.09
H -4.866 5.035 -1.345 0.42
H -6.363 3.988 0.215 0.31
H -4.947 3.451 1.214 0.01

***

[7]
72
Properties=species:S:1:pos:R:3:mulliken_charge:R:1 method="wB97M-V/def2-TZVPD" e_lumo_ev=-0.11 smiles="CCCCN[C@@H](CCCCC(F)(F)C(F)(F)S(F)(F)(F)(F)F)O[C@H](N=C=S)[C@](I)(O[C@H](Br)P(O)Br)P(C)O.NC(N)=O" e_tot_ev=-247204.243
C -4.213 -2.333 -0.398 -1.07
C -4.616 -0.982 0.217 -0.58
C -3.562 -0.443 1.211 -0.46
C -3.290 1.077 1.067 -1.27
N -1.881 1.484 1.092 -0.22
C -1.018 0.846 0.112 0.43
C -1.699 0.745 -1.243 -0.92
C -0.769 0.567 -2.452 0.70
C -0.826 -0.876 -2.996 -0.10
C 0.386 -1.119 -3.894 -1.18
C 0.373 -2.378 -4.754 0.91
F -0.872 -2.768 -5.085 -0.29
F 0.996 -2.075 -5.933 -0.36
C 1.215 -3.588 -4.201 0.50
F 2.276 -3.120 -3.546 -0.23
F 1.669 -4.291 -5.235 -0.28
S 0.330 -4.857 -3.086 1.34
F -0.535 -5.316 -4.322 -0.29
F -0.773 -3.799 -2.669 -0.31
F 1.178 -4.424 -1.810 -0.31
F 1.436 -5.938 -3.427 -0.32
F -0.410 -5.928 -2.200 -0.29
O 0.192 1.598 -0.035 -0.06
C 0.992 1.636 1.100 0.85
N 1.376 3.031 1.386 -0.79
C 0.798 3.969 0.873 0.55
S 0.151 5.249 0.275 -0.34
C 2.326 0.833 0.967 -0.30
I 2.041 -1.045 -0.109 0.21
O 2.895 0.656 2.242 -0.15
C 2.694 -0.461 3.040 -0.19
Br 0.830 -0.799 3.557 -0.12
P 3.761 -0.011 4.557 0.23
O 5.177 -0.601 4.004 -0.43
Br 3.130 -1.599 5.998 -0.26
P 3.653 1.915 0.062 0.03
C 3.487 1.464 -1.695 -0.85
O 5.030 1.132 0.487 -0.47
H -4.713 -2.509 -1.350 0.33
H -3.138 -2.341 -0.598 0.10
H -4.418 -3.151 0.292 0.39
H -5.578 -1.081 0.719 0.43
H -4.738 -0.274 -0.606 0.30
H -2.642 -1.022 1.124 0.31
H -3.956 -0.612 2.215 0.58
H -3.797 1.488 0.196 0.51
H -3.749 1.579 1.920 0.50
H -1.552 1.282 2.030 0.26
H -0.736 -0.160 0.451 0.27
H -2.393 -0.097 -1.216 -0.23
H -2.310 1.637 -1.392 0.58
H 0.270 0.770 -2.204 -1.06
H -1.069 1.259 -3.239 0.37
H -0.814 -1.524 -2.121 0.31
H -1.746 -1.018 -3.560 0.35
H 1.306 -1.070 -3.314 0.24
H 0.429 -0.295 -4.610 0.39
H 0.480 1.313 2.000 -0.09
H 3.098 -1.365 2.582 0.55
H 5.259 -1.558 4.128 0.32
H 4.034 2.197 -2.287 0.44
H 2.441 1.489 -2.008 0.04
H 3.878 0.470 -1.924 0.29
H 5.086 0.248 0.092 0.32
C -0.402 5.096 4.682 0.57
O -0.455 6.106 4.008 -0.62
N -0.119 3.868 4.150 -0.22
N -0.620 5.107 6.036 -0.38
H -0.070 3.029 4.695 0.17
H 0.052 3.819 3.160 0.05
H -0.827 5.992 6.458 0.23
H -0.578 4.288 6.611 0.15

***

[8]
62
Properties=species:S:1:pos:R:3:nbo_charge:R:1 method="wB97M-V/def2-TZVPD" e_lumo_ev="-8.54 / -8.54" total_charge=+2 de_lowest_kcal_mol=24.30 e_tot_ev=-105154.843
Pt 0.787 0.044 -0.134 0.94
Cl -3.837 2.849 -4.394 0.21
C -2.693 2.582 -3.199 -0.04
C -2.180 3.781 -2.442 -0.01
Cl -2.819 5.280 -2.835 0.21
C -1.230 3.678 -1.483 -0.19
Cl -0.602 5.005 -0.631 0.14
C -0.715 2.369 -1.170 0.47
O 0.145 2.154 -0.326 -0.52
C -1.290 1.140 -1.893 0.46
O -0.884 0.046 -1.525 -0.54
C -2.261 1.326 -2.940 -0.13
Cl -2.814 -0.056 -3.762 0.13
C 1.601 0.558 4.485 -0.42
N 2.219 0.727 3.160 -0.38
C 2.019 2.064 2.583 -0.41
C 2.691 -0.292 2.453 0.41
S 2.864 -0.143 0.701 -0.04
N 3.113 -1.413 3.029 -0.40
C 3.300 -2.660 2.269 -0.42
C 3.682 -1.455 4.386 -0.42
H 0.650 1.089 4.478 0.23
H 2.225 0.979 5.272 0.23
H 1.405 -0.489 4.689 0.22
H 1.984 2.775 3.405 0.23
H 1.082 2.114 2.031 0.21
H 2.841 2.330 1.927 0.24
H 2.450 -2.838 1.618 0.23
H 3.370 -3.469 2.992 0.22
H 4.215 -2.637 1.679 0.23
H 3.821 -0.455 4.782 0.23
H 4.660 -1.929 4.320 0.23
H 3.056 -2.038 5.060 0.22
C -2.956 -1.850 0.273 -0.41
N -2.196 -2.837 1.034 -0.81
C -3.031 -3.875 1.645 -0.41
P -0.583 -2.955 0.799 2.48
O 0.032 -1.559 0.932 -1.13
N -0.225 -3.657 -0.633 -0.83
C -1.053 -4.776 -1.097 -0.41
C 0.661 -3.123 -1.663 -0.39
N -0.076 -3.949 1.995 -0.83
C -0.024 -3.391 3.356 -0.42
C 0.675 -5.188 1.790 -0.39
H -3.457 -2.304 -0.588 0.20
H -2.296 -1.064 -0.082 0.20
H -3.717 -1.398 0.911 0.21
H -3.629 -4.394 0.890 0.20
H -3.717 -3.421 2.362 0.21
H -2.416 -4.600 2.170 0.22
H -1.718 -5.123 -0.308 0.22
H -0.420 -5.613 -1.399 0.22
H -1.659 -4.480 -1.956 0.21
H 1.226 -2.274 -1.290 0.20
H 0.090 -2.803 -2.537 0.20
H 1.380 -3.882 -1.980 0.21
H -1.016 -3.091 3.700 0.22
H 0.633 -2.519 3.411 0.19
H 0.348 -4.158 4.033 0.23
H 0.629 -5.498 0.752 0.22
H 0.251 -5.983 2.403 0.21
H 1.726 -5.072 2.062 0.19